# 1
Below is one molecule with the formula C4H12N2, with properties calculated with ωB97M-V/def2-TZVPD.

Summary:
- HOMO level (eV) = -8.23
- SMILES string = CN(C)CCN
- HOMO-LUMO gap (eV) = 9.25
- largest force on an atom (eV Å⁻¹) = 3.51
- energy relative to the best compared isomer or geometry (same formula, charge and spin) (kcal per mole) = 33.3
- E_LUMO (Ha) = 0.03740

Each line ends with the natural charge from an NBO analysis.
CARTESIAN COORDINATES (ANGSTROEM)
C  1.380  1.282  -0.596  -0.40
N  0.535  0.224  -0.154  -0.47
C  1.372  -0.925  0.133  -0.43
C  -0.554  0.560  0.699  -0.22
C  -1.699  -0.600  0.566  -0.21
N  -2.173  -0.766  -0.857  -0.83
H  0.800  2.216  -0.698  0.20
H  1.947  1.046  -1.517  0.19
H  2.154  1.514  0.130  0.16
H  1.038  -1.815  0.679  0.22
H  1.783  -1.286  -0.848  0.20
H  2.283  -0.530  0.667  0.17
H  -1.123  1.461  0.484  0.20
H  -0.256  0.508  1.772  0.16
H  -2.541  -0.388  1.251  0.19
H  -1.185  -1.488  0.942  0.18
H  -1.363  -1.116  -1.348  0.36
H  -2.398  0.103  -1.306  0.35

=====

# 2
Below is one molecule with the formula C3H3F3, with properties calculated with ωB97M-V/def2-TZVPD.

Summary:
- HOMO level (eV) = -9.29
- SMILES string = CC(F)=C(F)F
- HOMO-LUMO gap (eV) = 10.22
- largest force on an atom (eV Å⁻¹) = 3.06
- energy relative to the best compared isomer or geometry (same formula, charge and spin) (kcal per mole) = 13.8
- E_LUMO (Ha) = 0.03408

Each line ends with the natural charge from an NBO analysis.
CARTESIAN COORDINATES (ANGSTROEM)
C  1.684  0.960  0.015  -0.68
C  0.625  -0.095  -0.002  0.23
F  1.121  -1.362  -0.032  -0.32
C  -0.708  0.051  0.054  0.65
F  -1.270  1.236  -0.043  -0.31
F  -1.581  -0.879  0.018  -0.28
H  2.423  0.685  -0.769  0.23
H  2.217  0.869  0.977  0.23
H  1.323  1.993  -0.097  0.24

=====

# 3
Below is one molecule with the formula C13H26N4O6S2, with properties calculated with ωB97M-V/def2-TZVPD.

Summary:
- HOMO level (eV) = -9.07
- SMILES string = O=S(=O)(N1CCOCC1)N1CCCN(S(=O)(=O)N2CCOCC2)CC1
- HOMO-LUMO gap (eV) = 9.66
- largest force on an atom (eV Å⁻¹) = 1.14
- E_LUMO (Ha) = 0.02174

Each line ends with the natural charge from an NBO analysis.
CARTESIAN COORDINATES (ANGSTROEM)
O  0.979  2.136  3.092  -0.95
S  1.460  2.244  1.749  2.45
O  2.170  3.440  1.395  -0.96
N  2.410  0.965  1.268  -0.68
C  1.937  -0.338  1.707  -0.28
C  2.347  -0.617  3.155  -0.10
O  3.746  -0.475  3.321  -0.53
C  4.168  0.825  2.977  -0.09
C  3.832  1.140  1.517  -0.26
N  0.161  2.009  0.730  -0.69
C  -1.073  2.638  1.151  -0.23
C  -2.304  1.869  0.676  -0.42
C  -2.354  1.666  -0.842  -0.23
N  -1.415  0.674  -1.325  -0.69
S  -1.648  -0.850  -0.705  2.46
O  -0.800  -1.147  0.411  -0.96
O  -3.060  -1.026  -0.539  -0.95
N  -1.046  -1.711  -2.005  -0.68
C  -1.924  -1.715  -3.161  -0.26
C  -2.991  -2.809  -3.048  -0.10
O  -2.399  -4.070  -2.813  -0.52
C  -1.641  -4.063  -1.624  -0.09
C  -0.514  -3.030  -1.704  -0.26
C  -0.022  1.018  -1.522  -0.22
C  0.498  2.175  -0.661  -0.25
H  0.855  -0.365  1.590  0.26
H  2.388  -1.084  1.045  0.20
H  2.114  -1.647  3.429  0.20
H  1.818  0.076  3.820  0.19
H  5.246  0.850  3.145  0.20
H  3.674  1.568  3.621  0.18
H  4.081  2.173  1.277  0.24
H  4.371  0.459  0.851  0.20
H  -1.047  2.659  2.241  0.25
H  -1.115  3.674  0.781  0.18
H  -2.320  0.883  1.141  0.22
H  -3.193  2.417  0.992  0.22
H  -3.344  1.289  -1.110  0.23
H  -2.176  2.602  -1.376  0.20
H  -1.304  -1.885  -4.047  0.21
H  -2.386  -0.730  -3.217  0.23
H  -3.675  -2.554  -2.227  0.19
H  -3.547  -2.906  -3.981  0.20
H  -2.286  -3.819  -0.766  0.17
H  -1.241  -5.072  -1.512  0.20
H  0.183  -3.297  -2.504  0.20
H  0.014  -2.958  -0.755  0.24
H  0.544  0.114  -1.294  0.23
H  0.129  1.273  -2.578  0.20
H  1.587  2.200  -0.732  0.25
H  0.111  3.133  -1.034  0.19

=====

# 4
Below is C15H15BrCl7F2KMgN6O7P3 as an isolated structure, with properties calculated with ωB97M-V/def2-TZVPD.

Summary:
- HOMO level (eV) = -2.80
- HOMO-LUMO gap (eV) = 1.36
- largest force on an atom (eV Å⁻¹) = 3.22
- E_LUMO (Ha) = -0.05266
- total charge = -1

Each line ends with the natural charge from an NBO analysis.
CARTESIAN COORDINATES (ANGSTROEM)
O  -0.272  5.125  0.237  -0.54
C  -0.813  4.423  0.963  0.96
N  -1.516  3.712  1.657  -0.53
C  -0.777  2.668  2.229  0.55
N  -0.115  2.713  3.330  -0.44
C  0.463  1.521  3.520  0.61
N  1.234  1.208  4.506  -0.77
P  2.082  -0.282  4.780  1.45
O  3.482  -0.090  3.973  -0.95
O  2.239  -0.272  6.340  -0.89
N  0.112  0.660  2.476  -0.55
P  0.298  -0.966  1.900  1.25
O  1.869  -1.270  1.792  -0.95
Cl  -0.509  -2.207  3.336  -0.24
N  -0.697  1.436  1.641  -0.56
P  -1.350  0.729  0.223  1.10
O  -2.486  1.873  -0.319  -1.06
Cl  0.085  0.692  -1.368  -0.32
H  1.369  1.943  5.203  0.49
H  3.742  -0.945  3.609  0.49
H  3.087  -0.679  6.557  0.53
H  1.952  -1.826  1.004  0.51
H  -2.396  1.859  -1.297  0.52
C  3.574  1.971  -2.876  -0.28
Cl  2.484  3.320  -2.554  0.02
Cl  4.595  1.630  -1.488  0.06
Cl  2.668  0.517  -3.341  -0.02
H  4.206  2.256  -3.705  0.23
Cl  4.301  1.776  5.501  -0.62
Cl  5.623  3.299  3.708  -0.37
Mg  -0.376  5.835  -1.832  0.05
C  -2.544  0.276  -7.030  -0.22
C  -2.792  0.929  -5.899  -0.24
C  -1.774  1.018  -4.822  0.48
O  -2.008  1.608  -3.785  -0.58
C  -0.467  0.353  -5.058  -0.25
C  -0.220  -0.303  -6.188  -0.22
C  -1.237  -0.393  -7.265  0.46
O  -1.014  -0.986  -8.296  -0.49
H  -3.272  0.198  -7.827  0.23
H  -3.738  1.421  -5.709  0.22
H  0.262  0.432  -4.262  0.24
H  0.726  -0.796  -6.378  0.23
N  -3.351  -6.515  -0.379  -0.42
C  -3.403  -6.776  0.925  0.04
C  -2.967  -5.899  1.909  -0.26
C  -2.443  -4.681  1.511  -0.17
C  -2.379  -4.395  0.157  -0.28
C  -2.846  -5.340  -0.743  0.03
H  -3.818  -7.743  1.190  0.19
H  -3.037  -6.164  2.954  0.23
H  -2.086  -3.951  2.230  0.23
H  -1.974  -3.453  -0.185  0.21
H  -2.819  -5.153  -1.812  0.19
Br  6.231  5.757  3.760  0.22
F  1.197  -0.104  8.400  -0.98
K  -4.178  0.481  -0.519  0.87
F  7.060  7.529  2.895  -0.67

=====

Q: HOMO level of number 1 (C4H12N2)?
A: -8.23 eV

=====

Q: Which of these has the lowest largest force on an atom?
A: C13H26N4O6S2

=====

Q: What is the formula in the first record?
A: C4H12N2

=====

Q: Which of these has the lowest E_LUMO?
A: C15H15BrCl7F2KMgN6O7P3